The following is a DFT calculation (ωB97M-V/def2-TZVPD) of the molecule C4H8N2O.

For the frontier orbital gap, the calculation gives 9.03 eV. The net charge is 0.

The geometry in XYZ format:
```
15
Properties=species:S:1:pos:R:3:forces:R:3:nbo_charge:R:1
C -1.723 -1.500 -0.212 0.07 0.04 0.17 -0.775
C -0.471 -0.805 -0.649 -0.41 0.15 -0.06 0.095
C -0.620 0.676 -0.560 0.08 0.18 -0.19 -0.354
N 0.133 0.673 0.687 0.08 -0.20 0.25 -0.589
C 1.515 0.655 0.853 0.06 -0.10 0.15 0.790
O 1.989 0.558 1.971 -0.10 0.12 -0.39 -0.632
N 2.262 0.825 -0.286 0.09 -0.12 0.08 -0.838
H -2.597 -0.861 -0.003 0.11 -0.07 -0.05 0.176
H -1.972 -2.208 -1.019 0.11 0.19 0.15 0.264
H -1.543 -2.135 0.659 0.10 -0.09 -0.05 0.255
H -0.111 1.251 -1.334 -0.07 0.10 0.08 0.201
H -1.613 1.105 -0.352 0.14 -0.11 -0.21 0.182
H -0.356 0.660 1.568 -0.07 -0.07 -0.08 0.421
H 1.877 0.532 -1.172 -0.07 -0.12 0.17 0.398
H 3.231 0.575 -0.152 -0.14 0.10 0.00 0.405
```
Positions in Å, forces in eV/Å.



The following is a DFT calculation (ωB97M-V/def2-TZVPD) of a cluster of 2 separate species, C4H8N2O in total.

For the frontier orbital gap, the calculation gives 8.92 eV. The SMILES is N=C=CN.CC=O. The net charge is 0.

The geometry in XYZ format:
```
15
Properties=species:S:1:pos:R:3:forces:R:3:nbo_charge:R:1
N -0.956 -0.491 1.713 -0.25 0.22 -0.51 -0.648
C -1.287 0.066 0.658 0.03 -0.04 0.27 0.353
C -1.486 0.767 -0.436 0.16 -0.29 0.11 -0.228
N -2.214 1.987 -0.530 -0.19 0.02 0.11 -0.809
H -1.561 -1.280 1.948 0.04 0.08 0.02 0.365
H -1.026 0.390 -1.344 -0.07 0.07 0.14 0.239
H -3.018 1.886 -1.141 0.10 0.04 0.05 0.365
H -2.543 2.308 0.374 0.07 -0.06 -0.11 0.365
C 2.221 -0.576 0.388 -0.12 -0.01 0.07 -0.737
C 1.723 -1.082 -0.936 -0.21 -0.12 -0.05 0.453
O 0.593 -1.453 -1.160 0.52 0.16 0.09 -0.539
H 1.400 -0.468 1.101 0.15 -0.01 -0.12 0.255
H 2.742 0.379 0.249 -0.07 -0.14 -0.01 0.231
H 2.957 -1.288 0.781 -0.07 0.09 -0.09 0.235
H 2.483 -1.114 -1.746 -0.09 -0.01 0.05 0.100
```
Positions in Å, forces in eV/Å.



Going through the records in order, we get energy relative to the best compared isomer or geometry (same formula, charge and spin) values of 87.0 70.3 kcal per mole.
Going through the records in order, we get total energy values of -9302.619 -9303.345 eV.